No. 1
The following is a quantum chemistry calculation of the molecule C3H3NO, from the Open Molecules 2025 dataset.

Output
- Kohn-Sham gap: 0.442 Eh
- Total energy: -6694.75376 eV
- Molecular weight: 69.1 g/mol
- SMILES: N#C[C@@H]1CO1
- Energy relative to the best compared isomer or geometry (same formula, charge and spin): 40.08 kcal per mole
- LUMO energy: 0.76 eV
- E_HOMO: -11.261 eV

Each line ends with the Löwdin charge.
CARTESIAN COORDINATES (ANGSTROEM)
N: 2.642357 0.264626 -0.361514  0.14
C: 1.569664 0.139194 0.043315  -0.14
C: 0.124776 0.158550 0.479059  -0.24
C: -1.024689 -0.274194 -0.392130  -0.14
O: -0.717438 1.073480 -0.279165  -0.03
H: 0.080495 0.074382 1.525419  0.11
H: -1.921305 -0.594829 0.298603  0.15
H: -0.753858 -0.841212 -1.313587  0.13

Forces on the atoms, in the same order (eV/Å):
N -0.566 -0.287 0.419
C -1.196 0.334 -0.523
C 0.983 0.120 -2.524
C -0.151 -1.791 1.992
O 0.755 0.115 0.755
H -0.664 0.413 1.219
H 1.505 0.371 -1.961
H -0.666 0.724 0.623

***

No. 2
The following is a quantum chemistry calculation of the molecule C3H3NO, from the Open Molecules 2025 dataset.

Output
- Kohn-Sham gap (spin up / spin down): 0.376 / 0.309 Eh
- Total energy: -6691.12908 eV
- Molecular weight: 69.1 g/mol
- Energy relative to the best compared isomer or geometry (same formula, charge and spin): 34.41 kcal per mole
- <S²>: 2.018
- LUMO energy (spin up / spin down): 1.03 / -1.59 eV
- Multiplicity: 3
- E_HOMO (spin up / spin down): -9.204 / -9.993 eV

Each line ends with the Löwdin charge.
CARTESIAN COORDINATES (ANGSTROEM)
C: -0.683568 0.487274 -0.864226  -0.18
C: -0.201113 -0.471884 -1.543961  0.17
C: 0.517211 -0.072762 1.278673  -0.40
N: 1.238848 -1.055793 1.220415  0.20
O: -0.323096 0.685694 0.536714  -0.07
H: -1.365242 1.280236 -1.112106  0.11
H: 0.367884 -1.336057 -1.750784  0.04
H: 0.449076 0.483291 2.235275  0.13

Forces on the atoms, in the same order (eV/Å):
C 0.770 0.195 2.398
C -0.204 -0.405 -1.334
C -1.312 2.492 1.486
N 0.706 -1.448 -1.038
O -0.680 0.068 -1.659
H -0.132 0.043 -0.242
H 0.345 -0.398 0.102
H 0.507 -0.547 0.287

***

No. 3
The following is a quantum chemistry calculation of the molecule C3H3NO2, from the Open Molecules 2025 dataset.

Output
- Kohn-Sham gap: 0.374 Eh
- Total energy: -8742.99221 eV
- Molecular weight: 85.1 g/mol
- SMILES: O=c1[nH]cco1
- Energy relative to the best compared isomer or geometry (same formula, charge and spin): 49.33 kcal per mole
- LUMO energy: 0.64 eV
- E_HOMO: -9.531 eV

Each line ends with the Löwdin charge.
CARTESIAN COORDINATES (ANGSTROEM)
O: -2.478235 0.783557 -0.185508  0.15
C: -1.317612 0.532866 -0.084162  -0.48
N: -0.554066 0.081140 1.044858  0.10
C: 0.819332 0.204094 0.608015  -0.13
C: 0.832922 0.437891 -0.697863  -0.11
O: -0.437102 0.662801 -1.158192  0.07
H: -0.265477 -0.923199 0.858216  0.16
H: 1.586690 0.028524 1.340823  0.12
H: 1.631690 0.471222 -1.417260  0.12

Forces on the atoms, in the same order (eV/Å):
O 0.705 -0.277 0.353
C 0.038 -0.338 -0.535
N 0.602 -0.952 -0.344
C 0.908 1.160 -0.415
C 0.456 0.369 0.252
O -0.349 0.002 0.007
H -2.542 -0.073 0.920
H 0.207 -0.064 -0.236
H -0.025 0.173 -0.003